Entry 1:
22
Properties=species:S:1:pos:R:3 method="wB97M-V/def2-TZVPD" energy_ha=-404.4762 charge=0 smiles="C=C(C)N/C(C)=C(/C)O"
C -2.270 -1.002 -0.470
C -1.683 0.176 -0.660
C -2.427 1.466 -0.439
N -0.344 0.345 -1.065
C 0.676 -0.299 -0.325
C 0.956 -1.744 -0.634
C 1.379 0.423 0.556
C 2.509 -0.081 1.391
O 1.047 1.767 0.714
H -1.758 -1.940 -0.583
H -3.300 -1.056 -0.167
H -2.269 2.134 -1.283
H -3.492 1.298 -0.329
H -2.058 1.954 0.467
H -0.137 1.336 -1.115
H 0.268 -2.074 -1.410
H 1.976 -1.870 -1.010
H 0.831 -2.379 0.244
H 2.398 0.247 2.435
H 2.538 -1.154 1.393
H 3.457 0.283 1.001
H 1.706 2.169 1.289

Entry 2:
23
Properties=species:S:1:pos:R:3 method="wB97M-V/def2-TZVPD" energy_ha=-479.7158 charge=0
C 0.689 0.843 -0.432
C 1.565 1.850 0.281
C -0.474 0.295 1.813
C -2.190 -1.651 -0.063
C 1.225 -0.702 -0.185
C -0.469 0.189 0.312
N 0.390 1.230 -1.765
C -1.440 -0.416 -0.422
O 0.971 -1.517 -1.230
O 1.888 -1.054 0.759
H 1.388 -2.373 -1.053
H 0.040 0.445 -2.308
H 1.195 1.648 -2.222
H -1.573 -0.110 -1.452
H 0.969 2.688 0.640
H 2.322 2.230 -0.404
H 2.072 1.388 1.125
H -0.780 1.303 2.104
H 0.516 0.098 2.228
H -1.173 -0.421 2.240
H -1.813 -2.470 -0.682
H -2.060 -1.934 0.981
H -3.257 -1.559 -0.263

Entry 3:
24
Properties=species:S:1:pos:R:3 method="wB97M-V/def2-TZVPD" energy_ha=-877.7676 charge=0
C 1.520 -0.407 -1.454
C -2.046 1.112 1.425
C 2.335 -0.747 0.910
C -0.670 -1.523 0.100
C -0.535 0.735 1.343
C 1.352 -0.066 -0.098
C -0.176 -0.157 0.119
N -0.474 1.534 -2.280
O 1.981 -0.838 -2.431
O -1.545 1.237 -4.598
S -0.396 1.042 -3.703
H -2.604 0.225 1.572
H -2.101 1.800 2.219
H -2.503 1.483 0.559
H 2.045 -0.631 1.989
H 2.510 -1.845 0.612
H 3.279 -0.282 0.685
H -0.117 -2.309 -0.561
H -0.761 -1.988 1.035
H -1.766 -1.562 -0.257
H -0.305 0.167 2.279
H 0.145 1.551 1.301
H 1.430 1.116 -0.108
H -0.600 0.352 -0.659

Question: Which value of charge does entry 1 give?
Answer: 0

Question: Which value of charge does entry 2 give?
Answer: 0